Record 1
Formula: C44H56BrClN9O2
Source: the OMol25 dataset
Level of theory: ωB97M-V with the def2-TZVPD basis set

Properties
lowest unoccupied orbital energy = -5.13 eV
total energy = -5387.41466 Ha
total charge = +1
gap between HOMO and LUMO = 3.84 eV
highest occupied orbital energy = -8.97 eV

Geometry as XYZ:
```
113
Properties=species:S:1:pos:R:3:forces:R:3:lowdin_charge:R:1
C -0.9673 0.9313 -4.0768 0.2 0.5 0.2 -0.07
C 0.0108 1.7202 -3.2144 0.2 -0.1 -0.1 -0.28
C 1.4856 1.5971 -3.6494 -0.2 -0.3 0.0 -0.57
Br 2.2410 0.0353 -2.7398 0.1 0.0 -0.1 0.87
C 1.7180 1.5257 -5.1488 0.2 -0.2 0.0 -0.19
C 2.2353 0.4021 -5.7787 -0.1 0.2 -0.3 0.04
C 2.4292 0.3606 -7.1519 -0.3 0.2 0.4 -0.05
C 2.9892 -0.8315 -7.8798 0.1 -0.1 0.4 -0.48
O 3.2485 -0.7300 -9.0273 0.3 0.1 -1.2 0.19
O 3.2496 -1.9473 -7.1991 -0.3 -0.2 0.3 0.17
C 2.1096 1.4714 -7.9087 -0.3 0.5 0.5 0.08
C 1.6071 2.5784 -7.2549 0.2 -0.6 -0.2 0.00
N 1.4210 2.6131 -5.9159 0.0 -0.3 -0.2 0.02
C 0.8673 3.8801 -5.3688 0.2 0.3 0.1 -0.11
C 1.7958 4.6571 -4.4204 -0.5 -0.3 -0.2 -0.22
C 3.2682 4.5866 -4.7542 0.0 0.2 0.6 -0.55
Cl 3.5886 4.9960 -6.4529 0.1 0.0 -0.1 0.67
H -1.9735 1.1809 -3.7634 -0.2 -0.2 0.0 0.09
H -0.8885 1.1880 -5.1315 0.0 -0.1 -0.2 0.07
H -0.7998 -0.1294 -3.9359 -0.1 -0.3 -0.1 0.08
H -0.0461 1.3490 -2.1981 0.0 0.1 0.2 0.08
H -0.2456 2.7739 -3.1444 -0.1 0.1 -0.1 0.10
H 2.0784 2.4142 -3.2630 0.0 0.1 0.2 0.07
H 2.5011 -0.4624 -5.2012 0.0 0.1 0.4 0.06
H 2.7174 -2.0211 -6.3968 0.2 -0.1 0.1 0.12
H 2.2412 1.4922 -8.9753 0.1 -0.1 -0.2 0.14
H 1.3526 3.4591 -7.8142 -0.1 0.2 0.1 0.14
H 0.6527 4.5106 -6.2199 0.1 0.0 -0.3 0.12
H -0.0895 3.6659 -4.9153 -0.1 -0.1 0.2 0.12
H 1.6110 4.3427 -3.3968 0.2 0.0 0.2 0.11
H 1.4739 5.6926 -4.4681 -0.1 0.2 -0.1 0.13
H 3.7119 3.6290 -4.5030 0.1 -0.3 -0.3 0.08
H 3.7905 5.3241 -4.1560 0.1 0.1 0.1 0.08
N 7.1046 5.6021 -6.1187 0.1 0.0 0.1 -0.01
C 8.0037 4.9169 -6.8944 0.0 0.0 0.0 -0.14
C 9.1619 5.6432 -6.9328 0.0 0.0 0.0 -0.10
C 8.9573 6.8118 -6.1492 0.0 0.0 0.0 -0.10
C 7.6825 6.7577 -5.6583 -0.1 0.0 0.0 -0.16
H 6.1696 5.2983 -5.9228 0.0 0.1 -0.1 0.07
H 7.7422 3.9770 -7.3498 0.0 0.0 0.0 0.10
H 10.0580 5.3697 -7.4635 0.0 0.0 0.0 0.09
H 9.6681 7.5995 -5.9659 0.0 0.0 0.0 0.10
H 7.1405 7.4380 -5.0236 0.0 0.0 0.0 0.11
N 1.3638 1.2298 0.5672 0.0 0.0 0.0 -0.01
C 1.6232 2.4599 1.1116 0.0 0.0 -0.1 -0.14
C 0.5928 2.7712 1.9583 0.0 0.0 0.0 -0.10
C -0.3244 1.6861 1.9252 0.0 0.0 0.0 -0.11
C 0.1807 0.7493 1.0623 0.0 0.0 -0.1 -0.16
H 1.9444 0.7551 -0.0986 0.1 0.0 0.1 0.06
H 2.5174 3.0026 0.8560 0.0 0.0 0.0 0.10
H 0.5058 3.6734 2.5395 0.0 0.0 0.0 0.10
H -1.2484 1.6008 2.4731 0.0 0.0 0.0 0.10
H -0.2017 -0.2105 0.7563 0.0 0.0 0.0 0.10
N -0.5463 -0.9682 4.3444 0.0 0.0 0.0 0.00
C -0.8735 -0.4682 5.5744 0.0 0.0 0.0 -0.14
C -1.6986 -1.3732 6.1885 0.0 0.0 0.0 -0.11
C -1.8789 -2.4625 5.2924 0.0 0.0 0.1 -0.09
C -1.1529 -2.1820 4.1665 0.0 0.0 0.0 -0.14
H 0.0428 -0.5118 3.6709 0.0 0.1 0.0 0.11
H -0.4926 0.4824 5.9062 0.0 0.0 0.0 0.11
H -2.1236 -1.2672 7.1725 0.0 0.0 0.0 0.08
H -2.4664 -3.3517 5.4561 0.0 0.0 0.0 0.07
H -1.0228 -2.7428 3.2570 -0.1 0.0 0.0 0.08
N -0.5516 -4.5515 1.0685 0.0 0.1 0.0 0.00
C -0.7491 -5.8638 1.3947 0.0 0.0 0.1 -0.15
C -1.6644 -6.3818 0.5190 0.0 0.0 -0.1 -0.11
C -2.0265 -5.3408 -0.3794 -0.1 0.0 0.0 -0.11
C -1.3311 -4.2214 -0.0083 0.1 0.0 0.0 -0.15
H 0.0604 -3.9239 1.5549 0.0 0.0 0.0 0.13
H -0.2327 -6.3091 2.2277 0.0 0.0 0.0 0.11
H -2.0412 -7.3904 0.5263 0.0 0.0 0.0 0.10
H -2.7313 -5.4040 -1.1912 0.0 0.0 0.0 0.09
H -1.3287 -3.2228 -0.4111 0.0 0.0 0.0 0.09
N 7.9984 5.2863 -1.1638 0.1 0.0 0.0 -0.01
C 8.3423 5.2406 -2.4913 -0.1 0.0 0.1 -0.15
C 9.7049 5.1583 -2.5686 0.0 0.0 0.0 -0.10
C 10.2051 5.1516 -1.2378 0.0 0.0 0.0 -0.10
C 9.1305 5.2332 -0.3949 0.0 0.0 0.0 -0.14
H 7.0648 5.3563 -0.8075 0.0 0.0 0.0 0.13
H 7.5944 5.2713 -3.2643 0.0 0.0 0.0 0.08
H 10.2791 5.1102 -3.4785 0.0 0.0 0.0 0.09
H 11.2373 5.0973 -0.9360 0.0 0.0 0.0 0.09
H 9.0738 5.2595 0.6797 0.0 0.0 0.0 0.11
N -3.5117 -6.9167 6.2121 0.1 0.0 -0.1 0.02
C -2.7073 -6.9278 5.1050 0.0 0.0 0.1 -0.13
C -3.1890 -5.9968 4.2241 0.0 0.0 0.0 -0.11
C -4.3347 -5.4043 4.8211 0.0 0.1 0.0 -0.12
C -4.5027 -5.9908 6.0480 -0.1 0.0 0.1 -0.15
H -3.3922 -7.4979 7.0210 0.0 0.0 0.0 0.15
H -1.8622 -7.5915 5.0419 0.0 0.0 0.0 0.11
H -2.7704 -5.7622 3.2594 0.0 0.0 0.0 0.07
H -4.9613 -4.6362 4.3959 0.0 0.0 0.0 0.10
H -5.2428 -5.8343 6.8149 0.0 -0.1 0.0 0.10
N -5.7349 -3.0563 7.2479 0.0 0.1 0.0 0.02
C -5.3961 -1.8143 7.7064 0.0 0.0 0.0 -0.13
C -6.4230 -1.3578 8.4896 0.0 0.0 0.0 -0.10
C -7.4230 -2.3681 8.5056 0.0 0.0 0.0 -0.11
C -6.9659 -3.4025 7.7303 0.0 -0.1 -0.1 -0.16
H -5.1671 -3.6271 6.6456 0.1 0.0 0.0 0.10
H -4.4574 -1.3623 7.4354 0.0 0.0 0.0 0.09
H -6.4548 -0.4079 8.9960 0.0 0.0 0.0 0.09
H -8.3656 -2.3395 9.0273 0.0 0.0 0.0 0.09
H -7.4099 -4.3519 7.4817 0.0 0.0 0.0 0.09
N -9.8229 -3.4401 5.7981 0.0 0.0 0.0 0.01
C -10.0880 -4.7235 6.1896 0.0 0.1 0.0 -0.15
C -11.0213 -5.2429 5.3324 0.0 0.0 0.0 -0.11
C -11.3307 -4.2318 4.3835 0.0 0.0 0.0 -0.12
C -10.5751 -3.1336 4.6986 0.0 0.0 0.0 -0.14
H -9.1728 -2.8202 6.2514 0.0 0.0 0.0 0.12
H -9.5925 -5.1563 7.0416 0.0 0.0 0.0 0.10
H -11.4362 -6.2356 5.3797 0.0 0.0 0.0 0.09
H -12.0281 -4.3029 3.5658 0.0 0.0 0.0 0.09
H -10.5093 -2.1639 4.2360 0.0 0.0 0.0 0.10
```
Positions in Å, forces in eV/Å.



Record 2
Formula: C23H58AsF12N2O19S5
Source: the OMol25 dataset
Level of theory: ωB97M-V with the def2-TZVPD basis set

Properties
lowest unoccupied orbital energy = -5.07 eV
total energy = -7874.95048 Ha
total charge = +1
gap between HOMO and LUMO = 6.65 eV
highest occupied orbital energy = -11.72 eV

Geometry as XYZ:
```
120
Properties=species:S:1:pos:R:3:forces:R:3:lowdin_charge:R:1
N 6.2900 0.5938 -3.0896 0.8 0.0 0.2 0.36
H 6.5498 1.4951 -3.4641 -0.2 0.6 -0.3 0.16
H 6.5321 -0.1060 -3.7764 -0.3 -0.5 -0.5 0.16
H 5.3285 0.5589 -2.7822 -0.8 -0.1 -0.1 0.16
H 6.8909 0.4283 -2.2949 0.3 -0.1 0.5 0.15
N 5.7079 -0.7436 2.6558 0.1 0.9 -0.3 0.36
H 5.8474 -1.5091 2.0118 -0.1 -0.6 -0.2 0.16
H 5.7464 -1.0329 3.6227 0.0 -0.3 0.5 0.16
H 4.8493 -0.2470 2.4652 -1.2 -0.2 -0.1 0.15
H 6.3878 -0.0170 2.4832 0.8 0.1 0.2 0.15
As 1.0244 -0.2815 -0.5074 -2.6 -0.5 0.5 0.93
F 0.3639 1.4049 -0.5530 1.0 -1.9 -0.3 -0.30
F 2.0921 -0.0105 -1.9507 -0.8 0.0 1.2 -0.34
F 1.5940 -1.9855 -0.4857 0.1 1.7 0.1 -0.31
F 0.0710 -0.6481 0.9897 1.2 0.6 -1.7 -0.30
F -0.4022 -0.8635 -1.5015 2.1 1.0 0.9 -0.31
F 2.3244 0.3532 0.5564 -0.2 -0.7 -0.8 -0.34
O -7.9130 0.8605 -0.8175 -0.2 2.6 -0.5 -0.32
S -7.9135 2.2813 -1.2116 0.3 -1.3 -0.2 0.66
O -8.6608 3.2815 -0.4924 0.5 -0.7 0.1 -0.29
O -6.3461 2.7637 -1.3405 -1.4 -0.1 -0.3 -0.28
C -5.6175 3.0476 -0.1305 1.0 -0.4 0.4 -0.26
C -5.0760 1.7670 0.4687 -0.9 -1.0 0.4 -0.08
C -8.3680 2.3977 -2.9720 1.3 -0.1 1.1 -0.10
H -6.2107 3.5927 0.6037 -0.3 0.0 -0.2 0.12
H -4.7671 3.6638 -0.4223 -0.3 0.3 -0.3 0.12
H -5.9284 1.1351 0.7182 -0.1 -0.1 0.1 0.06
H -4.5478 1.8923 1.4139 0.2 0.4 -0.2 0.08
H -4.4938 1.1407 -0.2072 0.3 0.5 -0.2 0.08
H -8.1045 3.4124 -3.2703 -0.2 -0.1 -0.1 0.07
H -9.4192 2.1460 -3.1128 0.2 0.0 0.2 0.08
H -7.6854 1.6723 -3.4146 -0.3 0.1 -0.4 0.06
O 0.9040 5.8662 -6.7327 -0.1 0.1 1.5 -0.29
S 1.1257 5.7866 -5.3012 -0.6 -2.1 -1.2 0.64
O 1.8909 6.7879 -4.6372 -0.6 0.1 0.4 -0.28
O -0.3194 5.5564 -4.5060 2.5 0.6 -1.1 -0.27
C -1.1936 4.5093 -4.9759 -1.9 0.4 0.4 -0.26
C -2.6345 5.1357 -4.9933 0.4 -0.9 -0.3 -0.05
C 1.9484 4.1695 -4.9924 -0.6 0.6 0.6 -0.12
H -1.1423 3.7072 -4.2397 -0.1 0.1 0.2 0.11
H -0.9273 4.0359 -5.9208 0.2 0.7 -0.3 0.11
H -2.7810 5.9233 -5.7324 0.5 0.2 0.2 0.08
H -2.9442 5.4592 -3.9996 0.3 0.2 -0.1 0.07
H -3.3792 4.3982 -5.2927 0.2 -0.4 0.0 0.07
H 2.9398 4.1321 -5.4437 -0.2 0.3 -0.2 0.06
H 1.3270 3.3433 -5.3380 0.0 0.2 -0.2 0.06
H 2.0512 4.0949 -3.9098 0.0 0.0 0.0 0.06
O 5.2775 -4.8651 0.9260 0.8 -3.4 -1.9 -0.38
S 5.4200 -6.2047 0.2272 -1.0 1.0 1.1 0.73
O 6.7016 -6.8421 -0.0603 -2.1 1.3 0.9 -0.30
O 4.5293 -7.3139 1.1252 2.7 0.5 -2.7 -0.25
C 3.3435 -6.8902 1.7159 -1.6 1.1 1.4 -0.33
C 2.4369 -8.0504 2.0865 0.9 -0.5 -0.6 -0.05
C 4.5051 -6.1075 -1.3863 0.1 0.0 0.8 -0.10
H 2.7840 -6.1833 1.1031 0.2 0.2 -0.2 0.12
H 3.6343 -6.3959 2.6428 -0.2 0.3 0.0 0.12
H 1.6954 -7.7220 2.8148 0.1 -0.1 -0.1 0.09
H 3.0870 -8.8327 2.4782 -0.2 -0.1 0.5 0.08
H 1.9628 -8.5042 1.2162 -0.2 0.2 0.0 0.08
H 4.6374 -7.0579 -1.9033 0.1 0.1 0.1 0.07
H 4.8890 -5.2676 -1.9654 0.5 -0.2 0.2 0.06
H 3.4447 -5.8841 -1.2691 0.0 -0.2 0.5 0.06
O 5.2724 5.5170 3.4220 0.5 -0.1 0.5 -0.29
S 3.9124 5.0866 3.4282 -1.6 1.4 -0.6 0.61
O 3.5400 3.7439 3.8018 0.3 1.1 0.0 -0.30
O 2.9965 6.1322 4.3231 0.8 -1.8 -0.8 -0.27
C 3.2311 7.5406 4.0854 -0.6 0.3 -0.1 -0.25
C 1.9565 8.2913 4.5459 0.7 -0.8 0.8 -0.05
C 3.2563 5.4378 1.7649 -0.1 -1.3 0.9 -0.11
H 3.4062 7.7001 3.0214 0.0 0.1 0.0 0.09
H 4.1467 7.7789 4.6267 -0.2 0.4 0.0 0.12
H 1.8585 8.1313 5.6196 0.1 0.1 0.1 0.08
H 1.0441 7.8512 4.1435 0.2 0.2 -0.5 0.08
H 2.0032 9.3704 4.3990 0.1 -0.2 -0.3 0.08
H 3.5554 6.3939 1.3353 -0.2 -0.1 0.4 0.07
H 2.1903 5.2550 1.9002 -0.1 0.5 -0.4 0.08
H 3.6369 4.6070 1.1707 0.1 0.1 -0.1 0.06
O -2.6580 0.3833 -7.8220 1.3 -3.9 1.2 -0.33
S -2.3006 -1.0252 -7.4497 -0.5 1.7 -0.6 0.72
O -2.5662 -2.1250 -8.3883 0.7 1.8 1.7 -0.32
O -0.6559 -1.0008 -7.0610 -1.8 0.0 -0.7 -0.29
C -0.0367 -2.2796 -6.7410 0.5 0.3 0.4 -0.27
C 1.4459 -2.2630 -7.1218 0.0 0.0 -0.6 -0.07
C -3.0476 -1.5253 -5.7990 0.6 0.1 -1.7 -0.08
H -0.6305 -3.0789 -7.1843 0.2 -0.1 0.0 0.11
H -0.0020 -2.3196 -5.6522 -0.6 -0.4 0.1 0.11
H 1.9840 -3.1904 -6.9262 -0.5 -0.3 0.5 0.07
H 1.9378 -1.4949 -6.5250 0.0 0.2 -0.3 0.07
H 1.6368 -2.1350 -8.1873 -0.3 0.5 0.0 0.08
H -2.5301 -2.4743 -5.6586 -0.1 0.1 0.6 0.05
H -4.1041 -1.7355 -5.9653 0.1 0.2 -0.2 0.07
H -2.9133 -0.7697 -5.0250 0.3 -0.2 -0.2 0.07
C 1.6121 0.6087 7.7383 -0.8 -0.4 1.2 -0.06
C 1.0678 -0.7669 7.3857 -0.8 1.6 -1.6 -0.26
O 1.5906 -1.7596 8.2153 2.3 -2.6 -0.5 0.01
C 2.2062 -2.8665 7.5921 -3.7 1.5 -2.2 -0.26
O 1.9397 -3.2118 6.4364 1.6 0.8 3.3 0.13
C 3.0433 -3.6574 8.5964 0.0 -0.3 -0.5 -0.63
F 3.1434 -3.1020 9.7701 -1.2 0.3 1.5 0.21
F 2.5839 -4.9061 8.6452 -0.3 0.0 0.5 0.19
F 4.2830 -3.7128 8.1918 1.9 -0.3 -1.6 0.19
H 2.7007 0.6294 7.7898 -0.1 0.3 -0.4 0.08
H 1.2161 0.8419 8.7267 0.4 0.1 0.3 0.08
H 1.1130 1.3522 7.1169 0.6 0.0 -0.4 0.08
H 1.2374 -0.9204 6.3200 0.3 -0.7 0.1 0.12
H -0.0175 -0.7175 7.4737 -0.1 -0.3 0.3 0.13
C -5.8279 -4.2260 -0.2440 0.3 1.4 1.0 -0.06
C -6.8195 -3.9055 0.8777 0.0 -1.4 -0.3 -0.20
O -6.2070 -3.2553 2.0213 1.4 -0.4 1.5 -0.01
C -5.5426 -3.9657 3.0267 -2.9 -4.6 -3.1 -0.26
O -5.5529 -5.2320 3.0560 0.6 5.2 0.4 0.10
C -4.9212 -3.0346 4.0726 0.3 0.2 -1.9 -0.50
F -5.4498 -1.7767 3.8962 1.4 -1.5 0.9 0.14
F -5.1453 -3.4942 5.2789 0.2 0.5 0.3 0.20
F -3.5634 -3.0816 3.7993 -1.5 0.8 0.8 0.13
H -6.2823 -4.8186 -1.0380 0.1 -0.1 0.2 0.08
H -4.9533 -4.6737 0.2280 0.0 -0.5 -0.4 0.08
H -5.5020 -3.2602 -0.6302 0.2 -0.1 -0.4 0.07
H -7.2683 -4.8619 1.1463 -0.1 0.2 0.6 0.11
H -7.6104 -3.2564 0.5019 0.2 0.3 0.4 0.12
```
Positions in Å, forces in eV/Å.



Record 3
Formula: C36H30N6O12
Source: the OMol25 dataset
Level of theory: ωB97M-V with the def2-TZVPD basis set

Properties
lowest unoccupied orbital energy = -0.90 eV
energy relative to the best compared isomer or geometry (same formula, charge and spin) = 13.1 kcal per mole
total energy = -2620.67587 Ha
gap between HOMO and LUMO = 9.02 eV
highest occupied orbital energy = -9.92 eV

Geometry as XYZ:
```
84
Properties=species:S:1:pos:R:3:forces:R:3:lowdin_charge:R:1
O -0.5034 -0.6567 -1.5989 0.2 -0.4 -1.2 0.09
N -0.7661 -0.2162 -0.5111 -0.3 0.2 -0.2 -0.34
O -1.6282 0.6296 -0.3439 0.2 0.0 0.8 0.03
C 0.0154 -0.7449 0.5939 0.2 0.2 0.5 -0.15
C 0.9547 -1.7300 0.3385 0.7 0.7 -0.5 0.00
C 1.7385 -2.1705 1.3826 -0.3 -0.6 0.3 -0.06
C 1.5284 -1.6940 2.6715 -0.3 -0.3 0.2 -0.06
C 0.7086 -0.5983 2.8781 -0.8 -0.3 -0.2 -0.05
C -0.0978 -0.1622 1.8360 0.1 0.6 0.1 0.00
H 1.2000 -1.9899 -0.6808 -0.3 -0.4 0.0 0.11
H 2.4496 -2.9691 1.2218 0.0 0.0 -0.1 0.08
H 1.8674 -2.2872 3.5147 0.7 0.5 0.0 0.11
H 0.5576 -0.1359 3.8398 0.2 -0.1 0.2 0.11
H -0.7665 0.6721 1.9763 -0.1 0.0 0.0 0.11
O -7.5993 3.0220 -4.2435 0.0 0.6 -0.1 0.08
N -7.5402 1.8337 -4.0206 0.0 0.5 -0.1 -0.37
O -8.3666 1.0402 -4.3910 -0.5 -0.7 -0.2 0.08
C -6.3998 1.3564 -3.2621 0.1 -0.6 0.8 -0.16
C -5.5241 2.2609 -2.7009 0.0 0.9 0.6 -0.01
C -4.4982 1.8154 -1.8944 0.4 -1.1 0.1 -0.06
C -4.3361 0.4471 -1.6918 -0.2 -0.2 -0.1 -0.05
C -5.2342 -0.4536 -2.2558 -0.1 -0.1 0.4 -0.06
C -6.3150 -0.0002 -2.9806 0.0 0.2 -0.7 0.00
H -5.6930 3.3297 -2.7259 -0.1 -0.1 -0.6 0.12
H -3.7819 2.4719 -1.4231 -0.2 0.3 0.0 0.09
H -3.5407 0.0707 -1.0667 0.0 0.1 -0.1 0.08
H -5.1375 -1.5148 -2.0642 0.1 0.0 0.0 0.11
H -7.0832 -0.6519 -3.3722 0.1 -0.1 0.0 0.12
O 4.7651 -6.3373 6.3651 0.3 0.4 0.3 0.09
N 4.1550 -7.2041 5.7913 0.1 -0.3 -0.5 -0.37
O 3.9598 -8.3187 6.2197 -0.1 -0.4 0.2 0.08
C 3.5960 -6.8817 4.4725 -0.5 0.5 0.2 -0.15
C 3.9602 -5.6946 3.8700 0.8 0.4 0.0 -0.01
C 3.3740 -5.3201 2.6807 -0.2 -1.0 -0.6 -0.07
C 2.3157 -6.0935 2.2043 0.3 0.2 -0.6 -0.07
C 1.8941 -7.2347 2.8645 -0.5 0.5 0.2 -0.07
C 2.5725 -7.6672 3.9847 0.0 -0.3 0.3 0.00
H 4.7614 -5.0820 4.2629 0.0 -0.2 0.2 0.12
H 3.8234 -4.5725 2.0436 -0.2 0.3 0.2 0.08
H 1.8717 -5.8607 1.2421 -0.1 0.2 0.2 0.11
H 0.9399 -7.6636 2.5887 0.3 -0.5 -0.3 0.11
H 2.3257 -8.5847 4.4991 -0.2 0.1 0.1 0.12
O 0.0506 2.8536 0.1053 0.0 0.1 0.0 0.07
N 0.1543 3.9919 -0.3178 -0.1 -0.8 0.1 -0.35
O 1.0794 4.7269 -0.0821 0.3 0.6 0.2 0.11
C -0.8892 4.4660 -1.2276 -0.4 0.7 0.7 -0.15
C -1.3702 5.7679 -1.0876 1.2 -0.4 -0.2 -0.02
C -2.2414 6.2283 -2.0459 -0.3 0.4 0.3 -0.08
C -2.6462 5.3986 -3.0680 -0.1 -0.2 -0.6 -0.07
C -2.2561 4.0665 -3.1064 -0.2 0.6 -0.4 -0.07
C -1.3848 3.5842 -2.1477 -0.2 -0.7 -0.4 -0.01
H -0.9577 6.4093 -0.3215 -0.1 0.0 0.1 0.12
H -2.6287 7.2377 -1.9887 0.1 0.0 0.0 0.11
H -3.2242 5.8136 -3.8849 -0.2 -0.1 0.1 0.11
H -2.6128 3.4726 -3.9371 0.1 -0.3 0.2 0.12
H -1.1157 2.5364 -2.1046 0.2 0.1 -0.1 0.12
O 3.4368 -3.3808 -1.3427 -0.7 0.8 -0.1 0.08
N 4.5529 -3.8142 -1.2168 0.1 -1.2 -0.6 -0.35
O 4.9146 -4.4832 -0.2786 0.4 -0.1 0.9 0.08
C 5.4887 -3.6869 -2.3318 0.3 1.3 -0.5 -0.15
C 5.1474 -2.8617 -3.3969 -0.5 -0.3 -0.1 0.00
C 6.0204 -2.7106 -4.4600 -0.1 0.2 0.7 -0.06
C 7.2777 -3.2907 -4.3876 0.4 -0.2 -0.7 -0.07
C 7.6283 -4.1133 -3.3249 -0.5 0.4 0.3 -0.06
C 6.7302 -4.2777 -2.2791 0.3 -1.0 0.0 -0.01
H 4.1726 -2.3945 -3.4400 0.0 0.0 0.2 0.12
H 5.6808 -2.0884 -5.2750 0.3 0.0 -0.2 0.11
H 7.9761 -3.1285 -5.2030 0.0 -0.1 0.1 0.11
H 8.5728 -4.6271 -3.2358 0.1 0.1 -0.3 0.11
H 6.9913 -4.9868 -1.5056 -0.2 0.3 0.3 0.12
O -1.3134 2.9711 3.9864 -0.1 -0.9 0.0 0.08
N -1.1948 4.1703 3.9735 0.3 0.2 0.3 -0.36
O -0.4224 4.7916 4.6748 0.0 0.2 0.0 0.08
C -2.0423 4.9077 3.0464 0.2 -0.4 -0.9 -0.15
C -2.7792 4.2108 2.0912 0.3 0.0 0.4 0.01
C -3.5493 4.9390 1.2165 -0.4 -0.1 -0.3 -0.08
C -3.5410 6.3251 1.2355 -0.5 0.1 0.6 -0.08
C -2.7989 6.9873 2.2067 0.1 0.4 -0.8 -0.07
C -1.9981 6.2772 3.0705 -0.3 0.3 1.0 -0.01
H -2.7613 3.1348 2.0163 0.1 -0.1 0.3 0.12
H -4.2022 4.3914 0.5469 0.1 0.1 -0.2 0.11
H -4.2037 6.8807 0.5843 0.1 0.0 -0.1 0.11
H -2.7966 8.0686 2.2593 -0.1 0.0 0.0 0.11
H -1.4674 6.7760 3.8698 0.2 0.0 -0.2 0.12
```
Positions in Å, forces in eV/Å.



Question: What is the highest occupied orbital energy in the third record?
Answer: -9.92 eV



Question: Among the records above, which one has the highest highest occupied orbital energy?
Answer: C44H56BrClN9O2



Question: The lowest highest occupied orbital energy belongs to which entry?
Answer: C23H58AsF12N2O19S5



Question: What is the highest occupied orbital energy in the third record?
Answer: -9.92 eV